Version w
Computed, not measured: C7H15NO as an isolated structure, with ωB97M-V with the def2-TZVPD basis set.

Element x y z (Å)
1 C 1.467 0.555 0.205
2 C 2.191 0.544 -1.127
3 C 2.269 0.124 1.410
4 O 0.553 1.468 0.399
5 H -0.489 1.003 0.019
6 H 0.578 -0.594 0.007
7 H 2.628 -0.432 -1.342
8 H 3.005 1.276 -1.089
9 H 1.519 0.833 -1.932
10 H 1.626 0.058 2.287
11 H 2.763 -0.833 1.241
12 H 3.041 0.874 1.607
13 C -2.773 0.327 0.524
14 C -1.560 0.159 -0.357
15 C -0.520 -1.153 0.332
16 C -1.625 0.293 -1.692
17 N -0.694 -2.321 -0.186
18 H -0.864 -3.028 0.527
19 H -0.569 -0.963 1.413
20 H -3.563 0.879 0.012
21 H -2.517 0.871 1.436
22 H -3.174 -0.644 0.823
23 H -0.760 0.106 -2.315
24 H -2.532 0.600 -2.203

Version x
Computed, not measured: one molecule with the formula C7H15NO, with ωB97M-V with the def2-TZVPD basis set.

Element x y z (Å)
1 O -1.257 -0.175 -1.494
2 N -1.114 0.022 -0.047
3 C 0.044 -0.047 2.125
4 C 0.750 1.515 0.509
5 C 1.045 -1.058 0.161
6 C -2.610 0.022 -1.806
7 C -2.411 0.476 0.499
8 C -3.384 0.381 -0.613
9 C 0.166 0.076 0.663
10 H 0.996 0.205 2.602
11 H -0.630 0.779 2.511
12 H -0.400 -1.016 2.483
13 H 1.799 1.511 0.890
14 H 0.141 2.103 1.016
15 H 0.993 1.835 -0.488
16 H 1.983 -1.133 0.627
17 H 1.225 -0.809 -0.901
18 H 0.542 -2.023 0.138
19 H -3.032 -0.859 -2.322
20 H -2.774 0.828 -2.547
21 H -2.287 1.463 0.852
22 H -2.727 -0.281 1.331
23 H -4.040 1.218 -0.690
24 H -3.967 -0.541 -0.509

Its SMILES is CC(C)(C)N1CCCO1.

Energy ordering: version x at the bottom, the next structure 144.5 kJ/mol above.

Version w
Computed, not measured: one molecule with the formula C7H15NO, with ωB97M-V with the def2-TZVPD basis set.

Element x y z (Å)
1 C -0.137 0.074 0.247
2 C -0.031 -0.726 -1.067
3 C 0.128 -1.043 1.360
4 C 0.915 1.180 0.325
5 C -0.060 -0.562 2.792
6 N -1.495 0.565 0.322
7 C -0.148 0.215 -2.317
8 C 0.881 0.582 -3.060
9 O -1.043 -1.697 -1.138
10 H -1.867 -1.214 -0.964
11 H 0.934 -1.233 -1.133
12 H -1.611 1.413 -0.221
13 H -1.813 0.729 1.269
14 H 1.158 -1.382 1.232
15 H -0.520 -1.904 1.192
16 H -1.146 0.564 -2.552
17 H 1.916 0.758 0.297
18 H 0.813 1.854 -0.524
19 H 0.798 1.747 1.246
20 H 0.178 -1.371 3.481
21 H 0.591 0.280 3.019
22 H -1.091 -0.268 2.980
23 H 1.878 0.215 -2.867
24 H 0.771 1.226 -3.919

Its SMILES is C=C[C@H](O)[C@@](C)(N)CC.

Version x
Computed, not measured: one molecule with the formula C7H15NO, with ωB97M-V with the def2-TZVPD basis set.

Element x y z (Å)
1 C 1.185 0.397 0.442
2 C 1.244 0.686 1.950
3 C 1.859 1.498 -0.403
4 C -2.497 -0.812 -0.848
5 C -0.251 -2.271 -0.666
6 C -0.454 0.435 0.061
7 C -1.096 -0.587 -0.430
8 N -1.002 1.698 0.289
9 O 1.737 -0.802 0.176
10 H 1.024 -1.368 -0.593
11 H -1.895 1.850 -0.152
12 H -0.372 2.473 0.157
13 H 0.778 -0.137 2.486
14 H 2.291 0.735 2.245
15 H 0.745 1.615 2.216
16 H 1.642 1.352 -1.462
17 H 1.576 2.509 -0.108
18 H 2.937 1.407 -0.258
19 H -3.080 -1.273 -0.048
20 H -2.572 -1.459 -1.722
21 H -2.971 0.137 -1.116
22 H -1.081 -2.891 -0.323
23 H 0.523 -2.834 -0.146
24 H -0.270 -2.356 -1.748

Its SMILES is CC(C)=C(N)C(C)(C)O.

Energy ordering: version w at the bottom, the next structure 253.7 kJ/mol above.

Version w
Computed, not measured: one molecule with the formula C3H4N2S2, with ωB97M-V with the def2-TZVPD basis set.

Element x y z (Å)
1 C -0.539 -0.172 0.704
2 C -0.747 -0.763 -0.483
3 C 0.859 0.805 -0.824
4 H -0.408 -1.209 2.817
5 H -1.412 -1.577 -0.797
6 H 0.210 -0.416 -2.363
7 H 0.822 1.389 1.154
8 N 0.097 -0.179 -1.402
9 N 0.454 0.768 0.484
10 S -1.357 -0.401 2.236
11 S 2.020 1.755 -1.527

Its SMILES is S=c1[nH]cc(S)[nH]1.

Version x
Computed, not measured: one molecule with the formula C3H4N2S2, with ωB97M-V with the def2-TZVPD basis set.

Element x y z (Å)
1 C 1.966 1.305 0.027
2 C 2.100 -1.079 0.100
3 C 0.757 0.692 0.271
4 N 0.911 -0.662 0.307
5 N -1.985 -0.218 -0.044
6 S 3.235 0.181 -0.186
7 S -0.799 1.428 0.261
8 H 2.094 2.434 -0.041
9 H 2.308 -2.219 0.284
10 H -1.442 -0.614 -0.718
11 H -1.672 -0.527 0.938

Its SMILES is NSc1cscn1.

Version y
Computed, not measured: C3H4N2S2 as an isolated structure, with ωB97M-V with the def2-TZVPD basis set.

Element x y z (Å)
1 C 0.523 0.136 0.415
2 C 0.136 0.179 1.831
3 C -0.747 -0.142 2.821
4 H -0.916 -0.785 -3.096
5 H -1.339 -0.858 0.376
6 H 1.508 -0.119 -2.149
7 H -1.015 -0.456 3.809
8 N -0.533 -0.454 -0.395
9 N 1.448 1.035 -0.097
10 S -1.093 0.487 -1.863
11 S 2.027 0.977 -1.653

Version z
Computed, not measured: a 2-piece molecular cluster, C3H4N2S2 overall, with ωB97M-V with the def2-TZVPD basis set.

Element x y z (Å)
1 C 0.193 1.862 1.735
2 C -0.100 1.616 0.437
3 C 1.665 0.548 1.152
4 N 1.255 1.139 2.235
5 N 0.901 0.756 0.055
6 S 1.578 -2.338 -1.933
7 S 0.267 -1.350 -3.151
8 H -0.412 2.495 2.524
9 H -0.642 2.116 -0.469
10 H 0.907 0.252 -0.859
11 H 0.858 -3.029 -1.131

Energy ordering: version w at the bottom, the next structure 221.1 kJ/mol above.